This record from OMol25 describes 2 unconnected molecules or ions with the total composition C11H24N4O5 at a distorted geometry. The level of theory is ωB97M-V with the def2-TZVPD basis set.

```
44
Properties=species:S:1:pos:R:3:mulliken_charge:R:1
O 2.349 1.740 1.921 -0.58
O 0.869 3.146 0.834 -0.62
O -3.698 -3.024 2.887 -0.56
O 4.422 2.694 -2.352 -0.68
O -4.004 -0.780 3.056 -0.50
N -5.340 -0.640 1.085 -0.74
N 0.698 -3.713 0.835 -0.54
N 3.613 1.094 -0.175 -0.66
N 3.003 3.477 -3.774 -0.39
C -1.941 -2.372 0.268 -0.83
C 3.337 2.444 -2.972 0.54
C 0.290 -3.088 -0.469 -0.58
C 1.557 1.318 -1.406 -0.83
C -0.629 -1.892 -0.367 -0.08
C -4.347 -1.715 0.924 0.57
C 2.480 1.205 -2.701 -0.56
C 1.776 2.312 0.851 0.03
C -3.130 -1.382 0.021 -1.23
C 2.481 1.961 -0.444 0.57
C -3.989 -1.958 2.391 0.17
H 0.187 -4.437 1.049 0.18
H 0.686 1.886 -1.496 0.59
H 1.280 0.365 -1.109 0.05
H -1.837 -2.625 1.325 0.42
H 1.783 1.040 -3.525 0.48
H 1.246 -2.758 -1.016 0.30
H 3.204 1.350 1.549 0.47
H -5.241 -0.289 -0.028 0.34
H 2.373 3.461 -4.354 0.10
H 3.732 3.844 -4.231 0.24
H -0.139 -0.981 -0.015 0.22
H -2.163 -3.300 -0.226 0.33
H -5.039 -0.002 1.728 0.30
H -2.742 -0.450 0.274 0.51
H -3.887 -0.986 4.068 0.38
H 2.779 2.878 -0.855 0.42
H 4.370 1.409 -0.726 0.35
H 3.387 0.186 -0.458 0.18
H -0.223 -3.843 -1.121 0.30
H -4.775 -2.723 0.436 0.22
H 1.554 -4.014 0.775 0.17
H -0.865 -1.698 -1.473 0.18
H 3.090 0.263 -2.651 0.33
H -3.387 -1.300 -1.052 0.46
```

Computed properties:
Spin multiplicity: 1
SMILES: NC(=O)CC[C@H](N)C(=O)O.NCCCC[C@H](N)C(=O)O
Charge: 0
Gap between HOMO and LUMO (eV): 9.74
LUMO level (Eh): 0.0112
M (g/mol): 292.34
Energy relative to the best compared isomer or geometry (same formula, charge and spin) (eV): 4.117

This record from OMol25 describes 3 unconnected molecules or ions with the total composition C11H24NO2. The level of theory is ωB97M-V with the def2-TZVPD basis set.

```
38
Properties=species:S:1:pos:R:3:mulliken_charge:R:1
O -3.416 1.726 -2.549 -0.53
O 3.114 -3.184 1.238 -0.51
N -3.066 1.587 1.125 -0.82
C 1.306 -0.308 1.056 -1.07
C 1.260 2.230 0.812 -1.42
C 4.241 -2.776 1.115 0.91
C 0.437 0.969 1.134 1.08
C -0.804 0.867 0.243 -1.17
C 4.633 -1.853 -0.016 -1.22
C -4.710 0.156 -3.773 -1.18
C -1.862 1.998 0.423 -0.48
C -4.797 0.341 -1.196 -0.92
C -4.227 0.833 -2.497 0.81
C 5.337 -3.151 2.090 -1.14
H -5.886 0.455 -1.209 0.38
H 0.087 1.045 2.169 0.18
H 4.935 -3.809 2.856 0.31
H 1.713 2.669 1.707 0.22
H 5.426 -2.308 -0.615 0.42
H 2.084 1.994 0.128 0.40
H -4.581 -0.726 -1.085 0.27
H 5.746 -2.252 2.557 0.31
H -4.351 0.899 -0.344 0.12
H -1.343 -0.051 0.502 0.39
H 1.435 -0.787 2.028 0.30
H -2.127 2.338 -0.590 0.21
H 2.300 -0.081 0.657 -0.06
H 6.153 -3.651 1.565 0.33
H 5.015 -0.913 0.384 0.31
H 0.858 -1.045 0.386 0.39
H -1.364 2.837 0.940 0.43
H -4.223 0.601 -4.639 0.32
H -5.793 0.263 -3.863 0.31
H 3.765 -1.654 -0.639 0.30
H 0.642 2.996 0.347 0.39
H -2.980 1.890 2.093 0.01
H -0.471 0.766 -0.804 0.12
H -4.487 -0.912 -3.734 0.30
```

Computed properties:
Spin multiplicity: 1
Charge: -1
Gap between HOMO and LUMO (eV): 3.77
LUMO level (Eh): 0.0925
M (g/mol): 202.32
Energy relative to the best compared isomer or geometry (same formula, charge and spin) (eV): 0.000

This record from OMol25 describes 3 unconnected molecules or ions with the total composition C11H24NO5P at a distorted geometry. The level of theory is ωB97M-V with the def2-TZVPD basis set.

```
42
Properties=species:S:1:pos:R:3:mulliken_charge:R:1
P -3.590 -1.499 -1.145 -0.10
O -1.581 0.422 -0.168 -0.60
O 1.491 -3.072 2.560 -0.39
O 1.055 3.930 -1.244 -0.37
O 1.559 2.207 -2.494 -0.63
O 1.530 -1.135 1.541 -0.52
N -2.707 -0.335 -2.047 0.03
C 0.920 -2.145 1.764 0.60
C 2.137 5.342 0.431 -0.97
C 0.788 -4.224 3.029 -0.38
C 0.912 4.541 0.042 -0.34
C 0.853 -5.372 2.043 -0.93
C -1.503 -0.064 -1.273 0.48
C 2.407 2.102 -0.277 -0.92
C -0.196 -0.359 -1.922 -0.70
C -0.410 -2.437 1.114 -0.49
C 1.638 2.730 -1.414 0.82
C -3.392 0.953 -2.336 -0.87
H 2.354 6.090 -0.331 0.29
H 0.368 -6.255 2.459 0.34
H -1.065 -3.078 1.700 0.37
H -4.033 0.817 -3.197 0.33
H 1.293 -4.496 3.954 0.31
H -3.961 1.315 -1.486 0.36
H 0.362 -5.122 1.103 0.27
H -4.452 -0.754 -0.314 0.03
H 3.016 4.706 0.532 0.27
H 0.521 -0.659 -1.169 0.04
H 1.892 -5.616 1.821 0.29
H 0.136 0.575 -2.371 0.19
H 0.651 3.795 0.793 0.30
H -0.284 -1.096 -2.709 0.38
H 2.355 1.021 -0.383 0.20
H -0.937 -1.500 0.958 -0.05
H 3.449 2.411 -0.352 0.33
H -2.651 1.709 -2.580 0.33
H -0.236 -2.897 0.142 0.24
H -4.500 -1.988 -2.093 0.08
H 2.030 2.354 0.710 0.31
H 0.052 5.200 -0.063 0.35
H 1.969 5.849 1.381 0.36
H -0.239 -3.967 3.292 0.37
```

Computed properties:
Spin multiplicity: 1
SMILES: CC(=O)N(C)P.CCOC(C)=O.CCOC(C)=O
Charge: 0
Gap between HOMO and LUMO (eV): 10.14
LUMO level (Eh): 0.0309
M (g/mol): 281.29
Energy relative to the best compared isomer or geometry (same formula, charge and spin) (eV): 0.000

This record from OMol25 describes a molecular structure, C11H25AlN2O2P. The level of theory is ωB97M-V with the def2-TZVPD basis set.

```
42
Properties=species:S:1:pos:R:3:mulliken_charge:R:1
P -0.456 0.055 0.912 0.13
Al 1.375 -0.982 2.029 -0.20
O -4.120 1.805 -1.417 -0.61
O 2.738 -5.183 1.674 -0.61
N 4.773 -4.508 1.010 -0.16
N -3.124 3.417 -2.604 -0.17
C 3.448 -4.756 0.785 0.77
C -5.295 3.886 -1.548 -1.39
C 3.025 -0.274 1.110 -0.98
C 4.015 0.169 0.562 0.32
C -1.833 -1.184 0.748 -1.11
C -2.969 4.732 -3.184 -0.84
C -4.150 2.941 -1.845 0.84
C -1.763 2.482 1.472 -1.01
C 2.919 -4.469 -0.600 -1.29
C 5.751 -3.982 0.087 -0.81
C -1.182 1.239 2.162 -0.69
H -5.783 4.213 -2.467 0.39
H -2.079 5.227 -2.788 0.28
H -1.039 2.830 0.733 0.32
H -3.832 5.349 -2.953 0.31
H -2.873 4.670 -4.270 0.28
H -2.674 2.231 0.925 0.12
H 1.348 -2.577 1.931 -0.11
H -1.973 3.296 2.175 0.41
H -0.393 1.525 2.860 0.37
H 5.298 -3.823 -0.886 0.29
H 3.420 -5.084 -1.352 0.43
H -2.143 -1.587 1.716 0.31
H -6.013 3.355 -0.931 0.30
H 5.054 -4.674 1.963 0.22
H 4.850 0.706 0.176 0.42
H 6.589 -4.675 -0.034 0.28
H -1.963 0.731 2.736 0.31
H -2.379 2.748 -2.727 0.25
H 1.392 -0.464 3.567 -0.24
H 6.139 -3.024 0.438 0.28
H -4.942 4.765 -1.007 0.35
H 1.857 -4.692 -0.600 0.26
H 3.056 -3.416 -0.848 0.35
H -2.697 -0.692 0.293 0.27
H -1.526 -1.997 0.091 0.35
```

Computed properties:
Spin multiplicity: 1
Charge: -1
Gap between HOMO and LUMO (eV): 5.82
LUMO level (Eh): 0.0928
M (g/mol): 275.29

This record from OMol25 describes 3 unconnected molecules or ions with the total composition C11H25BFO4S2 at a distorted geometry. The level of theory is ωB97M-V with the def2-TZVPD basis set.

```
44
Properties=species:S:1:pos:R:3:mulliken_charge:R:1
S 2.777 -1.214 -2.717 1.28
S -0.817 -0.408 0.141 1.14
F -5.849 3.644 3.707 -0.35
O -1.763 0.500 0.756 -0.63
O 2.298 -0.278 -3.715 -0.72
O 1.933 -2.250 -2.159 -0.66
O 0.442 -0.757 0.768 -0.74
C -1.675 -1.907 -0.296 -0.74
C 4.789 -1.054 -1.058 -0.69
C -0.510 0.139 -1.531 -0.51
C -2.204 -1.642 -1.698 -0.66
C -3.687 2.553 3.007 -0.40
C 5.407 -1.406 -2.410 -0.60
C 4.292 -1.964 -3.293 -0.76
C 3.508 -0.298 -1.374 -0.55
C -5.125 2.341 3.813 -0.18
C -1.065 -0.951 -2.446 -0.35
C -2.488 1.546 3.550 -0.10
B -1.155 2.465 3.867 0.20
H -2.465 -2.111 0.430 0.40
H -2.186 0.762 2.702 -0.18
H 5.822 -0.500 -2.868 0.29
H 3.725 0.711 -1.737 0.42
H -3.416 3.703 3.164 0.25
H -3.074 -0.975 -1.651 0.31
H 4.446 -1.710 -4.345 0.33
H -1.403 -0.532 -3.399 0.36
H -1.399 3.619 4.001 -0.24
H -2.513 -2.567 -2.192 0.35
H -2.822 0.901 4.489 0.10
H -3.782 2.391 1.843 0.12
H -4.867 2.097 4.928 0.24
H -0.278 -1.682 -2.668 0.11
H -5.756 1.526 3.259 0.17
H 5.468 -0.455 -0.444 0.37
H -0.945 -2.722 -0.298 0.37
H -0.563 2.133 4.837 -0.23
H 6.226 -2.125 -2.306 0.33
H -1.031 1.089 -1.679 0.44
H 0.565 0.278 -1.676 0.00
H 4.198 -3.048 -3.182 0.34
H -0.429 2.385 2.918 -0.26
H 2.816 -0.253 -0.532 0.31
H 4.557 -1.974 -0.507 0.31
```

Computed properties:
Spin multiplicity: 1
Charge: -1
Gap between HOMO and LUMO (eV): 5.76
LUMO level (Eh): 0.0688
M (g/mol): 315.26

This record from OMol25 describes a molecular structure, C11H25CeN2O5P2 at a distorted geometry. The level of theory is ωB97M-V with the def2-TZVPD basis set.

```
46
Properties=species:S:1:pos:R:3:mulliken_charge:R:1
Ce -0.030 -0.189 1.011 0.28
P -2.373 0.032 0.760 0.96
P 2.354 -0.323 0.609 0.96
O 1.836 2.213 -1.935 -0.75
O -0.001 1.083 4.924 -0.48
O 0.001 0.008 2.974 -0.42
O -0.001 -1.083 4.924 -0.47
O -0.818 2.672 -1.642 -0.62
N 0.000 0.000 4.327 0.82
N -0.113 -0.720 -1.135 0.28
C 1.077 -0.877 -1.814 0.83
C -3.341 -0.780 2.038 -1.27
C -3.134 1.618 0.406 -1.19
C 0.999 -1.276 -3.161 -1.29
C -2.535 -0.999 -0.781 -1.15
C -1.409 -1.363 -3.013 -0.89
C -0.230 -1.502 -3.766 -0.38
C 2.308 -0.562 -1.152 -1.13
C 3.399 1.099 1.007 -1.29
C 3.085 -1.718 1.498 -1.22
C -1.319 -0.995 -1.688 0.71
H 1.931 -1.404 -3.727 0.43
H -0.276 -1.803 -4.816 0.43
H -3.441 -0.700 -1.333 0.51
H -2.601 2.083 -0.442 0.26
H 4.441 0.859 0.754 0.41
H 0.125 2.432 -1.867 0.35
H 0.404 1.510 0.944 0.20
H -4.198 1.476 0.165 0.44
H -4.399 -0.832 1.739 0.42
H -3.043 2.273 1.290 0.38
H -0.139 1.335 0.098 0.12
H 2.513 -2.635 1.288 0.35
H -2.953 -1.794 2.227 0.39
H 2.049 1.271 -1.674 0.33
H -2.696 -2.033 -0.424 0.39
H -0.715 3.566 -1.272 0.32
H -2.395 -1.572 -3.455 0.45
H -3.247 -0.202 2.972 0.38
H 3.325 1.333 2.084 0.40
H 2.184 2.282 -2.841 0.29
H 3.238 -0.822 -1.667 0.41
H 3.063 -1.523 2.584 0.39
H 4.125 -1.847 1.167 0.44
H -0.127 -1.563 1.396 -0.13
H 3.075 1.972 0.419 0.35
```

Computed properties:
Spin multiplicity: 1
Charge: +1
Gap between HOMO and LUMO (eV): 5.54
LUMO level (Eh): -0.1951
M (g/mol): 467.39
Energy relative to the best compared isomer or geometry (same formula, charge and spin) (eV): 9.859

> Number 1 is which compound?

C11H24N4O5

Copy entry 1 word for word.
This record from OMol25 describes 2 unconnected molecules or ions with the total composition C11H24N4O5 at a distorted geometry. The level of theory is ωB97M-V with the def2-TZVPD basis set.

```
44
Properties=species:S:1:pos:R:3:mulliken_charge:R:1
O 2.349 1.740 1.921 -0.58
O 0.869 3.146 0.834 -0.62
O -3.698 -3.024 2.887 -0.56
O 4.422 2.694 -2.352 -0.68
O -4.004 -0.780 3.056 -0.50
N -5.340 -0.640 1.085 -0.74
N 0.698 -3.713 0.835 -0.54
N 3.613 1.094 -0.175 -0.66
N 3.003 3.477 -3.774 -0.39
C -1.941 -2.372 0.268 -0.83
C 3.337 2.444 -2.972 0.54
C 0.290 -3.088 -0.469 -0.58
C 1.557 1.318 -1.406 -0.83
C -0.629 -1.892 -0.367 -0.08
C -4.347 -1.715 0.924 0.57
C 2.480 1.205 -2.701 -0.56
C 1.776 2.312 0.851 0.03
C -3.130 -1.382 0.021 -1.23
C 2.481 1.961 -0.444 0.57
C -3.989 -1.958 2.391 0.17
H 0.187 -4.437 1.049 0.18
H 0.686 1.886 -1.496 0.59
H 1.280 0.365 -1.109 0.05
H -1.837 -2.625 1.325 0.42
H 1.783 1.040 -3.525 0.48
H 1.246 -2.758 -1.016 0.30
H 3.204 1.350 1.549 0.47
H -5.241 -0.289 -0.028 0.34
H 2.373 3.461 -4.354 0.10
H 3.732 3.844 -4.231 0.24
H -0.139 -0.981 -0.015 0.22
H -2.163 -3.300 -0.226 0.33
H -5.039 -0.002 1.728 0.30
H -2.742 -0.450 0.274 0.51
H -3.887 -0.986 4.068 0.38
H 2.779 2.878 -0.855 0.42
H 4.370 1.409 -0.726 0.35
H 3.387 0.186 -0.458 0.18
H -0.223 -3.843 -1.121 0.30
H -4.775 -2.723 0.436 0.22
H 1.554 -4.014 0.775 0.17
H -0.865 -1.698 -1.473 0.18
H 3.090 0.263 -2.651 0.33
H -3.387 -1.300 -1.052 0.46
```

Computed properties:
Spin multiplicity: 1
SMILES: NC(=O)CC[C@H](N)C(=O)O.NCCCC[C@H](N)C(=O)O
Charge: 0
Gap between HOMO and LUMO (eV): 9.74
LUMO level (Eh): 0.0112
M (g/mol): 292.34
Energy relative to the best compared isomer or geometry (same formula, charge and spin) (eV): 4.117